# 1
The following is a DFT calculation (ωB97M-V/def2-TZVPD) of a molecular structure, C4H9NO.

Last column: natural (NBO) charge in e.
Geometry (Å):
C -1.92709 -0.35337 -0.20294  -0.326
N -0.63069 -0.22906 -0.32836  -0.205
C 0.41955 -1.18053 0.09265  -0.222
C 1.46152 -0.20160 -0.52428  0.060
O 2.45958 0.28914 0.33950  -0.710
C 0.26973 0.65754 -0.79820  -0.225
H -2.31255 -1.23840 0.28369  0.196
H -1.32933 1.60974 1.54225  -0.010
H -2.57589 0.39743 -0.63397  0.199
H 0.29330 -2.15741 -0.38234  0.206
H 0.47598 -1.27479 1.17973  0.210
H 2.00100 -0.62602 -1.37896  0.174
H 2.01896 0.91730 0.92937  0.466
H -0.67090 1.86690 1.29074  -0.021
H 0.04684 1.52315 -1.40889  0.206

Properties
Calculated total energy, a.u.: -287.66288
ΔE to the lowest compared entry with this formula, charge and spin, eV: 4.6142
E_HOMO, eV: -7.232

---

# 2
The following is a DFT calculation (ωB97M-V/def2-TZVPD) of a single C4H9NO molecule.

Last column: natural (NBO) charge in e.
Geometry (Å):
C 2.12130 -1.36934 1.04923  -0.624
C 1.10548 -0.28620 0.75254  -0.077
O -0.12818 -0.94194 0.43817  -0.503
C -1.03880 -0.22252 -0.22781  0.412
N -0.89633 0.98781 -0.55452  -0.510
C -1.97272 1.58638 -1.31490  -0.423
H 1.77811 -2.01375 1.86371  0.213
H 2.28076 -1.99131 0.16281  0.212
H 3.07858 -0.92266 1.33606  0.214
H 0.94473 0.37601 1.61207  0.181
H 1.40407 0.33956 -0.09342  0.198
H -1.91556 -0.84253 -0.45363  0.142
H -1.57518 1.98722 -2.25359  0.199
H -2.39816 2.42745 -0.75671  0.199
H -2.78811 0.88581 -1.56002  0.166

Properties
Calculated total energy, a.u.: -287.78189
ΔE to the lowest compared entry with this formula, charge and spin, eV: 1.3759
E_HOMO, eV: -9.649
SMILES: CCO/C=N/C

---

# 3
The following is a DFT calculation (ωB97M-V/def2-TZVPD) of a single C4H9NO molecule.

Last column: natural (NBO) charge in e.
Geometry (Å):
C -0.17271 -1.29687 0.50918  -0.614
C -0.16150 0.24208 0.41080  -0.048
C 0.79041 1.05713 1.29322  -0.616
N 0.13849 0.49449 -1.00196  -0.661
C -0.74593 -0.00787 -1.92865  0.529
O -1.94107 0.17317 -1.86840  -0.573
H 0.85127 -1.69529 0.51196  0.202
H -0.71604 -1.62311 -0.39104  0.209
H -0.72948 -1.74624 1.32957  0.214
H -1.17618 0.61272 0.57826  0.214
H 0.73305 2.10654 0.97526  0.222
H 1.83741 0.72978 1.20642  0.201
H 0.50206 1.01973 2.35066  0.222
H 1.09816 0.60061 -1.27082  0.386
H -0.30792 -0.66687 -2.70447  0.111

Properties
Calculated total energy, a.u.: -287.79343
ΔE to the lowest compared entry with this formula, charge and spin, eV: 1.0618
E_HOMO, eV: -9.558
SMILES: CC(C)NC=O

---

# 4
The following is a DFT calculation (ωB97M-V/def2-TZVPD) of a single C4H9NO molecule.

Last column: natural (NBO) charge in e.
Geometry (Å):
C -1.39542 0.14706 0.93155  -0.631
C -0.22828 -0.40615 0.12194  -0.060
C -0.50597 -0.44219 -1.37644  -0.630
N 0.99720 0.39700 0.40570  -0.178
C 2.25366 0.13762 -0.37282  -0.158
O 2.06562 -0.26237 1.05285  -0.398
H -2.28209 -0.47443 0.77506  0.232
H -1.65215 1.16535 0.61100  0.207
H -1.17748 0.15954 2.00487  0.218
H 0.03616 -1.40776 0.47015  0.227
H 0.41208 -0.70502 -1.90700  0.258
H -0.86816 0.52510 -1.74452  0.203
H -1.27512 -1.19290 -1.58509  0.217
H 0.82497 1.25406 0.93130  0.392
H 2.79498 1.10510 -0.31854  0.100

Properties
Calculated total energy, a.u.: -287.62589
ΔE to the lowest compared entry with this formula, charge and spin, eV: 5.6207
E_HOMO, eV: -7.711

---

# 5
The following is a DFT calculation (ωB97M-V/def2-TZVPD) of a single C4H9NO molecule.

Last column: natural (NBO) charge in e.
Geometry (Å):
C -0.74582 -0.18461 -1.01920  -0.425
C -1.48530 -0.78800 1.48778  -0.358
O -0.74028 0.32205 1.76194  -0.364
C 0.23729 0.65931 1.00660  0.293
N 0.46365 -0.02695 -0.15569  -0.454
C 1.68630 0.35183 -0.84956  -0.405
H -1.56167 0.49590 -0.75278  0.213
H -0.40855 0.06235 -2.02412  0.195
H -1.16388 -1.19606 -1.00780  0.218
H -2.26054 -0.92771 2.22114  0.166
H -0.86949 -1.62286 1.15910  0.156
H 0.81369 1.52970 1.30843  0.170
H 1.76743 1.44070 -0.99990  0.178
H 1.69277 -0.12706 -1.82985  0.209
H 2.57439 0.01142 -0.30611  0.208

Properties
Calculated total energy, a.u.: -287.65238
ΔE to the lowest compared entry with this formula, charge and spin, eV: 4.9000
E_HOMO (spin up / spin down), eV: -6.775 / -6.105

---

# 6
The following is a DFT calculation (ωB97M-V/def2-TZVPD) of 2 unconnected molecules or ions with the total composition C4H9NO.

Last column: natural (NBO) charge in e.
Geometry (Å):
C -0.89965 -0.62230 -1.78663  -0.621
C -0.36074 -0.52575 -0.38271  -0.079
C -1.09173 0.28011 0.62113  -0.263
N 0.18255 0.74366 0.08179  -0.588
H -0.09275 -0.76917 -2.51202  0.219
H -1.43444 0.29924 -2.04840  0.202
H -1.60206 -1.45678 -1.88059  0.221
H 0.21689 -1.38310 -0.03437  0.211
H -2.00202 0.78725 0.30894  0.195
H -1.06724 -0.00241 1.67243  0.197
H 0.07783 1.47496 -0.61507  0.362
C 2.00795 0.29812 1.62623  0.302
O 2.78261 -0.47373 1.11413  -0.561
H 1.14162 -0.04539 2.22772  0.093
H 2.14119 1.39531 1.60742  0.110

Properties
Calculated total energy, a.u.: -287.73046
ΔE to the lowest compared entry with this formula, charge and spin, eV: 2.7755
E_HOMO, eV: -9.355
SMILES: C[C@@H]1CN1.C=O

---

# 7
The following is a DFT calculation (ωB97M-V/def2-TZVPD) of 2 unconnected molecules or ions with the total composition C4H9NO at a distorted geometry.

Last column: natural (NBO) charge in e.
Geometry (Å):
C -2.11427 0.11093 -1.10258  -0.136
C -1.33103 -0.24297 -2.17828  0.123
N -0.20529 0.38723 -2.50029  -0.586
H -1.75156 0.53206 -0.16835  0.239
H -3.19268 0.06839 -1.17165  0.250
H -1.56824 -0.91181 -3.00318  0.243
H 0.56951 0.42242 -1.83657  0.441
H 0.13224 0.12628 -3.41838  0.422
C 1.97496 0.29800 1.67455  -0.541
C 0.77190 -0.11384 2.08504  0.163
O 0.57917 -0.50255 3.38751  -0.678
H 2.21178 0.18399 0.62388  0.192
H 2.55389 0.88394 2.37833  0.232
H -0.07554 -0.47486 1.51023  0.145
H 1.44516 -0.76721 3.71976  0.491

Properties
Calculated total energy, a.u.: -287.40153
Spin multiplicity: 2
Total charge: +1
ΔE to the lowest compared entry with this formula, charge and spin, eV: 2.7007
E_HOMO (spin up / spin down), eV: -12.122 / -12.118
<S²>: 0.763

---

# 8
The following is a DFT calculation (ωB97M-V/def2-TZVPD) of a gas-phase ion, C4H9NO2 (charge -1) at a distorted geometry.

Last column: natural (NBO) charge in e.
Geometry (Å):
C -0.19059 -0.46811 -0.46643  -0.220
C 0.61853 0.37459 -1.47182  -0.482
C 2.06702 0.25450 -1.06348  -0.014
O 2.39353 -0.46565 -0.03060  -0.830
N -0.05023 -0.05434 0.90534  -0.712
C -1.13272 -0.01671 1.79761  0.122
O -2.19662 0.86451 1.38496  -0.764
H -1.23558 -0.55243 -0.78405  0.158
H -0.19504 -1.59152 -0.62591  0.159
H 0.19896 1.41047 -1.55613  0.170
H 0.51774 -0.06532 -2.49405  0.167
H 2.88427 0.26842 -1.83758  0.072
H 0.92886 -0.32949 1.10497  0.452
H -1.70153 -0.97787 1.97397  0.093
H -0.74565 0.40439 2.72896  0.162
H -2.16094 0.94456 0.43424  0.467

Properties
Calculated total energy, a.u.: -362.95850
Spin multiplicity: 2
Total charge: -1
ΔE to the lowest compared entry with this formula, charge and spin, eV: 2.0826
E_HOMO (spin up / spin down), eV: -0.037 / -3.275
<S²>: 0.754

---

# 9
The following is a DFT calculation (ωB97M-V/def2-TZVPD) of 3 unconnected molecules or ions with the total composition C4H9NO2 at a distorted geometry.

Last column: natural (NBO) charge in e.
Geometry (Å):
C -0.37176 0.73652 0.67743  -0.633
C 0.10058 -1.67036 -0.25577  -0.659
C 0.60098 0.37832 -1.55251  -0.444
C 0.09246 -0.17299 -0.44378  0.060
N -3.61534 0.20653 -0.21292  0.217
O -3.54954 1.24163 0.50056  -0.608
O -4.59286 -0.52480 0.05937  -0.593
H 0.31540 0.61068 1.59130  0.187
H -0.52893 1.79871 0.34675  0.225
H -1.27995 0.47212 0.98412  0.239
H -0.61771 -2.09686 -0.96807  0.239
H -0.02197 -1.78822 0.84381  0.215
H 1.14487 -2.15127 -0.40421  0.203
H 0.97666 -0.23086 -2.30255  0.165
H 0.43041 1.41905 -1.93157  0.188
H 10.91672 1.77179 3.06804  -1.000

Properties
Calculated total energy, a.u.: -362.81470
Total charge: -2
ΔE to the lowest compared entry with this formula, charge and spin, eV: 2.6593
E_HOMO, eV: 1.635

---

# 10
The following is a DFT calculation (ωB97M-V/def2-TZVPD) of a single C4H9NO2 molecule.

Last column: natural (NBO) charge in e.
Geometry (Å):
C -1.52004 0.54223 1.60871  -0.273
O -0.64259 -0.47409 1.15058  -0.566
C 0.60422 0.02679 0.71886  0.498
N 1.29566 -1.01467 -0.01643  -0.642
C 1.08704 -0.70443 -1.44559  -0.248
C 0.05219 0.41108 -1.39204  -0.102
O 0.43353 1.07643 -0.18775  -0.525
H -1.27900 1.49440 1.12788  0.198
H -2.53567 0.25751 1.32483  0.188
H -1.46679 0.65517 2.69690  0.173
H 1.17304 0.41994 1.56945  0.157
H 0.91481 -1.91910 0.23849  0.378
H 2.01993 -0.33003 -1.88481  0.189
H 0.74784 -1.57285 -2.01807  0.201
H 0.07708 1.13041 -2.21088  0.199
H -0.96124 0.00120 -1.28014  0.176

Properties
Calculated total energy, a.u.: -363.01662
ΔE to the lowest compared entry with this formula, charge and spin, eV: 1.8752
E_HOMO, eV: -9.406
SMILES: CO[C@H]1NCCO1

---

# 11
The following is a DFT calculation (ωB97M-V/def2-TZVPD) of 2 unconnected molecules or ions with the total composition C4H9NO2.

Last column: natural (NBO) charge in e.
Geometry (Å):
C -2.49697 -0.16213 0.23655  -0.417
N -1.22755 -0.31559 -0.46995  -0.590
C -0.30942 0.67940 -0.34092  0.131
O -0.22975 1.73186 -1.62980  -0.524
C 0.78180 1.00266 -1.25023  0.733
O 1.94435 0.89624 -1.51225  -0.554
H -2.32804 -0.28285 1.31117  0.204
H -3.18179 -0.95150 -0.07998  0.216
H -2.97067 0.81220 0.05503  0.193
H -1.30262 -0.66774 -1.41595  0.395
H -0.32882 1.18664 0.62564  0.213
C 2.33208 -0.78965 0.90162  -0.844
H 1.29677 -0.85984 0.56347  0.198
H 2.55751 0.24422 1.17849  0.213
H 2.98328 -1.07005 0.07127  0.229
H 2.47982 -1.45387 1.75583  0.205

Properties
Calculated total energy, a.u.: -362.99139
ΔE to the lowest compared entry with this formula, charge and spin, eV: 2.5617
E_HOMO, eV: -9.756
SMILES: CN[C@@H]1OC1=O.C

---

# 12
The following is a DFT calculation (ωB97M-V/def2-TZVPD) of a single C4H9NO2 molecule at a distorted geometry.

Last column: natural (NBO) charge in e.
Geometry (Å):
C 0.18610 2.57261 -0.72242  -0.719
C -0.10730 1.45195 0.22739  0.680
O 0.13201 1.53123 1.42269  -0.588
N -0.28078 0.20104 -0.35729  -0.659
C -0.63431 -0.91612 0.55676  -0.267
C -0.28134 -2.28409 0.01622  -0.063
O 0.77182 -2.08954 -0.95608  -0.750
H 0.30922 3.48071 -0.13355  0.238
H 1.15350 2.40281 -1.23482  0.235
H -0.49012 2.81086 -1.55299  0.235
H 0.49147 -0.08378 -0.94129  0.415
H 0.09126 -0.74859 1.36266  0.204
H -1.57902 -0.68192 1.02186  0.220
H -1.13040 -2.80015 -0.46109  0.160
H 0.11762 -3.07624 0.67019  0.179
H 1.27429 -2.91294 -1.07452  0.482

Properties
Calculated total energy, a.u.: -363.01612
ΔE to the lowest compared entry with this formula, charge and spin, eV: 1.8888
E_HOMO, eV: -9.183
SMILES: CC(=O)NCCO